The following is a quantum chemistry calculation of C24H31ClF6N2O3Yb as an isolated structure in a non-equilibrium geometry, from the Open Molecules 2025 dataset.

Results
- energy above the lowest of the compared OMol25 structures with the same formula, charge and spin (eV) = 5.162
- frontier orbital gap (alpha / beta) (eV) = 2.768 / 5.369
- multiplicity = 2
- highest occupied orbital energy (alpha / beta) (eV) = -0.239 / -2.866
- electronic energy (eV) = -94870.6579
- charge = -1
- LUMO (alpha / beta) (eV) = 2.5 / 2.5

```
68
Properties=species:S:1:pos:R:3:forces:R:3
Yb -0.664 0.117 0.592 4.4 -0.3 5.5
Cl -2.735 0.829 1.791 -1.2 1.7 1.8
N 0.200 2.298 -0.036 2.3 -0.8 0.8
N -0.268 -2.338 0.457 0.0 -0.5 -0.1
C -0.772 2.933 -0.470 -2.9 1.2 -1.4
C -0.814 -3.066 -0.450 -0.2 0.3 -0.1
C 1.214 3.251 0.463 -0.1 -0.3 0.0
C 0.478 4.575 0.342 -0.7 1.3 -0.1
C 2.453 3.227 -0.419 0.0 -0.2 -0.1
C 1.573 2.926 1.893 -0.2 0.0 0.0
H 2.185 3.493 -1.446 0.1 -0.1 0.0
H 2.925 2.236 -0.407 -0.1 0.2 0.0
H 3.160 3.966 -0.031 0.1 -0.1 -0.1
H 0.657 2.951 2.497 0.3 -0.1 -0.1
H 2.281 3.673 2.264 0.0 -0.1 0.1
H 2.008 1.922 1.977 -0.2 0.3 0.0
C 0.727 -3.178 1.175 -0.1 0.5 -0.5
C 0.717 -4.478 0.375 -0.1 -0.6 -0.7
C 0.248 -3.400 2.578 -0.4 -0.1 0.7
C 2.091 -2.499 1.149 0.0 -0.1 0.0
H 2.393 -2.324 0.111 0.0 0.0 0.1
H 2.822 -3.168 1.621 0.0 0.2 0.0
H 2.055 -1.548 1.697 0.0 -0.2 -0.1
H -0.715 -3.943 2.568 0.3 0.2 0.0
H 0.103 -2.438 3.083 0.0 -0.4 -0.3
H 0.981 -4.002 3.134 -0.1 0.1 0.0
O -0.324 -4.307 -0.632 0.3 -0.5 0.5
H 0.436 -5.356 0.974 0.2 0.2 -0.1
H 1.656 -4.672 -0.168 -0.2 0.0 0.2
O -0.757 4.273 -0.381 0.7 0.3 0.3
H 1.016 5.339 -0.250 -0.2 -0.3 0.3
H 0.178 5.003 1.317 0.2 -0.2 -0.4
C -1.982 2.301 -1.163 1.6 -0.1 0.9
C -1.912 -2.625 -1.374 1.6 0.7 1.3
C -1.377 -1.308 -1.910 -0.1 -0.3 -1.8
H -2.801 -2.426 -0.761 -0.1 0.1 0.0
H -2.094 -3.365 -2.117 -0.1 -0.6 -0.5
C -1.673 -0.178 -1.100 -1.9 -0.6 -6.0
C -1.424 1.036 -1.785 -0.4 0.1 -2.1
H -2.632 -0.263 0.742 -1.0 -1.4 -0.9
C -0.780 1.139 -3.095 -1.9 1.6 3.1
C -0.397 -0.002 -3.677 1.1 -2.6 -1.7
C -0.557 2.494 -3.739 0.2 -0.8 0.2
C -0.692 -1.292 -3.177 -1.4 1.3 2.5
H 0.147 0.029 -4.626 -0.1 0.1 0.0
C -0.345 -2.563 -3.887 0.0 0.3 0.7
H 0.182 -2.290 -4.781 0.3 -0.2 -0.6
H -1.247 -3.127 -4.127 0.1 -0.1 -0.1
H 0.295 -3.181 -3.239 -0.1 0.0 -0.4
H -1.469 3.097 -3.767 0.2 0.0 -0.1
H -0.213 2.283 -4.748 0.1 0.4 -0.2
H 0.223 3.045 -3.199 -0.2 0.1 -0.1
H -2.408 2.996 -1.879 0.0 0.1 0.0
H -2.717 2.039 -0.387 0.1 0.2 -0.3
C 1.839 1.264 4.572 0.5 0.7 0.0
C 0.797 0.231 4.175 -1.2 -0.5 -0.2
O 0.618 0.019 2.840 0.4 -0.1 0.9
C 1.255 -1.053 5.013 0.0 -0.2 -0.3
F 1.689 -0.742 6.275 -0.2 -0.4 -0.6
F 0.288 -1.996 5.178 0.7 0.5 0.0
F 2.320 -1.653 4.388 -0.8 0.3 0.5
C -0.588 0.694 4.809 0.3 0.0 -0.4
F -0.500 0.855 6.164 -0.3 0.0 -0.4
F -0.933 1.915 4.298 0.1 -0.8 0.4
F -1.606 -0.163 4.572 0.7 0.7 0.2
H 2.821 0.936 4.206 -0.2 0.0 0.1
H 1.875 1.382 5.660 0.1 0.1 -0.3
H 1.616 2.231 4.120 0.0 -0.3 0.2
```
Positions in Å, forces in eV/Å.